[1]
The following is a quantum chemistry calculation of a gas-phase ion, C27H30N3O4S (charge -1) in a non-equilibrium geometry, from OMol25.

Properties
Structure (SMILES): CCOC(=O)[C@H](/N=C/c1ccccc1)[C@@H](N=[S@](=O)([O-])c1ccc(C)cc1)c1ccc(N(C)C)cc1
Charge: -1
Gap between HOMO and LUMO: 6.6 eV
Total energy: -1910.26742 Ha
Multiplicity: 1

```
65
Properties=species:S:1:pos:R:3:nbo_charge:R:1
C -1.07 2.87 -6.48 -0.623
C -1.34 2.16 -5.19 -0.039
C -2.41 1.25 -5.11 -0.223
C -2.72 0.62 -3.91 -0.216
C -1.96 0.91 -2.76 -0.211
S -2.35 0.21 -1.17 2.275
N -0.81 -0.04 -0.67 -1.011
C -0.66 -0.60 0.62 -0.020
C 0.34 -1.75 0.60 -0.042
C 0.00 -3.04 1.02 -0.187
C 0.98 -4.01 1.16 -0.266
C 2.36 -3.70 0.92 0.163
N 3.33 -4.63 1.19 -0.431
C 2.99 -6.01 1.42 -0.400
C 4.77 -4.36 1.14 -0.396
C 2.65 -2.39 0.44 -0.295
C 1.64 -1.47 0.19 -0.168
O -3.04 1.22 -0.38 -0.980
O -3.05 -1.02 -1.50 -0.999
C -0.87 1.78 -2.84 -0.202
C -0.58 2.43 -4.04 -0.220
H -0.39 3.71 -6.31 0.207
H -0.59 2.23 -7.23 0.209
H -2.02 3.23 -6.90 0.210
H -3.01 1.06 -6.01 0.195
H -3.53 -0.10 -3.86 0.235
H -1.57 -0.80 1.25 0.188
H -1.05 -3.27 1.29 0.213
H 0.65 -4.99 1.55 0.196
H 2.10 -6.31 0.86 0.208
H 3.81 -6.64 1.06 0.190
H 2.81 -6.23 2.48 0.180
H 5.03 -3.34 0.83 0.215
H 5.21 -4.54 2.14 0.183
H 5.24 -5.07 0.43 0.181
H 3.67 -2.03 0.29 0.196
H 1.82 -0.46 -0.21 0.223
H -0.27 1.93 -1.94 0.244
H 0.23 3.16 -4.09 0.197
C 0.82 -2.61 5.06 -0.634
C -0.25 -1.63 4.66 -0.078
O 0.18 -1.02 3.42 -0.525
C -0.49 0.12 3.07 0.798
C 0.00 0.52 1.68 -0.178
N -0.46 1.81 1.46 -0.394
C 0.02 2.64 0.61 0.088
C -0.74 3.84 0.28 -0.013
C -0.31 4.81 -0.65 -0.219
C -1.16 5.85 -1.02 -0.236
C -2.43 5.97 -0.42 -0.218
C -2.82 5.06 0.57 -0.219
C -1.97 4.00 0.92 -0.164
O -1.37 0.65 3.72 -0.602
H 0.39 -3.39 5.72 0.203
H 1.34 -3.07 4.18 0.236
H 1.59 -2.08 5.67 0.200
H -1.23 -2.12 4.50 0.182
H -0.35 -0.81 5.40 0.196
H 1.14 0.41 1.62 0.184
H 0.98 2.49 0.08 0.142
H 0.69 4.74 -1.07 0.200
H -0.85 6.60 -1.76 0.201
H -3.08 6.80 -0.74 0.202
H -3.77 5.16 1.10 0.208
H -2.22 3.26 1.68 0.259
```

=====

[2]
The following is a quantum chemistry calculation of a single C27H30N4O4 molecule in a non-equilibrium geometry, from OMol25.

Properties
Structure (SMILES): CCc1ccc(N(C(=O)CNC(=O)c2ccco2)[C@@H](C(=O)NC2CCCC2)c2ccncc2)cc1
Relative energy (zero: lowest compared OMol25 entry of this formula, charge and spin): 32.8 kcal/mol
Gap between HOMO and LUMO: 9.4 eV
Total energy: -1566.90601 Ha
Multiplicity: 1

```
65
Properties=species:S:1:pos:R:3:nbo_charge:R:1
C 0.20 -0.83 5.51 -0.592
H 0.49 -0.97 6.55 0.209
H -0.15 -1.78 5.12 0.208
H -0.63 -0.12 5.47 0.205
C 1.38 -0.31 4.69 -0.419
C 0.98 -0.13 3.26 -0.004
C 1.10 -1.18 2.35 -0.191
C 0.70 -1.03 1.03 -0.247
C 0.17 0.17 0.60 0.226
C 0.06 1.23 1.50 -0.256
C 0.45 1.07 2.81 -0.209
H 0.36 1.90 3.50 0.214
H -0.32 2.18 1.16 0.212
N -0.19 0.37 -0.75 -0.480
C -1.34 0.96 -1.17 0.686
O -1.52 1.26 -2.34 -0.618
C -2.46 1.15 -0.15 -0.328
N -3.68 0.64 -0.73 -0.594
C -3.97 -0.68 -0.61 0.639
O -3.38 -1.43 0.15 -0.626
C -5.10 -1.13 -1.43 0.147
C -5.67 -2.38 -1.53 -0.233
C -6.70 -2.26 -2.48 -0.316
C -6.69 -0.96 -2.90 0.119
O -5.73 -0.27 -2.27 -0.396
H -7.29 -0.43 -3.61 0.207
H -7.36 -3.04 -2.82 0.234
H -5.38 -3.25 -0.98 0.245
H -4.05 1.13 -1.53 0.417
H -2.27 0.59 0.76 0.252
H -2.60 2.21 0.08 0.224
C 0.70 -0.15 -1.79 -0.175
C 0.32 -1.53 -2.27 0.017
C -0.74 -2.26 -1.74 -0.281
C -1.01 -3.51 -2.27 0.054
N -0.31 -4.06 -3.25 -0.424
C 0.70 -3.37 -3.74 0.036
C 1.05 -2.10 -3.31 -0.227
H 1.88 -1.58 -3.75 0.222
H 1.25 -3.85 -4.54 0.190
H -1.83 -4.10 -1.89 0.190
H -1.35 -1.88 -0.94 0.240
H 0.60 0.54 -2.65 0.272
C 2.17 -0.08 -1.32 0.696
O 2.93 -1.01 -1.38 -0.612
N 2.51 1.15 -0.90 -0.621
H 1.82 1.88 -0.84 0.395
C 3.82 1.46 -0.36 -0.059
C 4.32 2.81 -0.89 -0.409
H 5.40 2.86 -0.75 0.210
C 3.61 3.85 -0.01 -0.416
H 2.68 4.17 -0.49 0.196
H 4.23 4.73 0.13 0.216
C 3.30 3.14 1.32 -0.417
H 2.23 3.17 1.54 0.203
H 3.82 3.62 2.15 0.213
C 3.77 1.69 1.16 -0.415
H 4.77 1.56 1.56 0.209
H 3.11 0.98 1.65 0.226
H 4.10 2.93 -1.95 0.218
H 4.47 0.62 -0.63 0.241
H 0.81 -1.86 0.35 0.244
H 1.51 -2.12 2.67 0.218
H 2.21 -1.03 4.76 0.210
H 1.72 0.64 5.11 0.207
```

=====

[3]
The following is a quantum chemistry calculation of a single C27H30N4O4 molecule, from OMol25.

Properties
Structure (SMILES): COc1ccc(NC(=O)c2ccc(NC(=O)CN(C)CC(=O)Nc3c(C)cccc3C)cc2)cc1
Relative energy (zero: lowest compared OMol25 entry of this formula, charge and spin): 27.2 kcal/mol
Gap between HOMO and LUMO: 8.4 eV
Total energy: -1566.91497 Ha
Multiplicity: 1

```
65
Properties=species:S:1:pos:R:3:nbo_charge:R:1
C 8.68 0.95 -7.92 -0.251
H 8.61 2.03 -7.74 0.174
O 8.57 0.22 -6.72 -0.492
C 7.41 0.32 -6.00 0.273
C 6.32 1.10 -6.35 -0.254
C 5.20 1.13 -5.54 -0.231
C 5.14 0.38 -4.37 0.117
C 6.24 -0.40 -4.02 -0.214
C 7.36 -0.43 -4.83 -0.235
H 8.21 -1.03 -4.56 0.226
H 6.21 -0.99 -3.12 0.258
N 3.98 0.45 -3.60 -0.593
C 3.65 -0.25 -2.48 0.671
O 4.35 -1.09 -1.95 -0.604
C 2.30 0.11 -1.93 -0.167
C 1.78 1.40 -1.98 -0.175
C 0.54 1.66 -1.43 -0.249
C -0.21 0.64 -0.84 0.152
C 0.32 -0.64 -0.78 -0.194
C 1.57 -0.90 -1.31 -0.160
H 1.99 -1.89 -1.25 0.238
H -0.25 -1.43 -0.31 0.247
N -1.47 0.97 -0.33 -0.597
C -2.35 0.20 0.35 0.689
O -2.19 -0.96 0.65 -0.630
C -3.59 0.99 0.74 -0.326
N -3.19 2.12 1.58 -0.428
C -4.31 3.00 1.87 -0.414
H -3.94 3.85 2.44 0.208
H -4.73 3.36 0.93 0.194
H -5.10 2.51 2.45 0.193
C -2.51 1.67 2.79 -0.317
C -3.36 0.80 3.73 0.657
O -4.13 1.28 4.54 -0.622
N -3.19 -0.53 3.55 -0.657
C -3.80 -1.54 4.34 0.189
C -3.62 -1.56 5.72 -0.019
C -4.23 -2.57 6.46 -0.207
C -4.98 -3.55 5.84 -0.204
C -5.13 -3.53 4.47 -0.213
C -4.55 -2.54 3.70 -0.028
C -4.76 -2.51 2.22 -0.641
H -5.36 -1.65 1.94 0.213
H -5.28 -3.41 1.89 0.218
H -3.81 -2.45 1.68 0.236
H -5.71 -4.30 3.98 0.206
H -5.44 -4.33 6.43 0.211
H -4.10 -2.58 7.53 0.207
C -2.78 -0.53 6.41 -0.641
H -1.86 -0.35 5.86 0.213
H -2.53 -0.86 7.42 0.213
H -3.32 0.41 6.48 0.250
H -2.71 -0.86 2.72 0.429
H -2.23 2.57 3.35 0.230
H -1.60 1.14 2.50 0.204
H -4.07 1.39 -0.16 0.219
H -4.31 0.32 1.23 0.201
H -1.72 1.95 -0.41 0.415
H 0.14 2.67 -1.46 0.210
H 2.34 2.21 -2.40 0.213
H 3.27 1.07 -3.97 0.398
H 4.36 1.74 -5.83 0.201
H 6.32 1.70 -7.25 0.213
H 9.66 0.71 -8.32 0.201
H 7.92 0.65 -8.64 0.174
```

=====

[4]
The following is a quantum chemistry calculation of a molecular structure, C27H31Cl2LaN5OS4, from OMol25.

Properties
Charge: -1
Relative energy (zero: lowest compared OMol25 entry of this formula, charge and spin): 3.1 kcal/mol
Gap between HOMO and LUMO: 6.8 eV
Total energy: -3941.44062 Ha
Multiplicity: 1

```
71
Properties=species:S:1:pos:R:3:mulliken_charge:R:1
La 1.03 0.17 0.08 1.463
C -0.90 1.17 -3.40 -1.139
C -1.49 -0.12 -2.84 -0.911
N -1.62 -0.08 -1.38 0.524
C -2.66 0.85 -0.93 -1.088
C -2.25 1.78 0.20 -0.500
N -0.95 2.41 -0.06 0.042
C -0.99 3.35 -1.20 -0.810
C 0.07 3.12 -2.25 -0.885
N 0.21 1.71 -2.62 0.132
H -1.68 1.94 -3.46 0.402
H -0.60 0.99 -4.44 0.443
H -0.86 -0.97 -3.09 0.468
H -2.46 -0.29 -3.33 0.396
H -1.83 -1.01 -1.05 -0.284
H -3.54 0.29 -0.59 0.514
H -3.00 1.43 -1.79 0.600
H -2.17 1.22 1.12 -0.086
H -3.05 2.53 0.33 0.382
H -0.65 2.92 0.76 0.067
H -0.89 4.38 -0.84 0.418
H -1.99 3.30 -1.64 0.353
H 1.04 3.45 -1.89 0.074
H -0.18 3.74 -3.12 0.397
H 1.10 1.59 -3.08 0.418
Cl 1.70 -0.97 -2.71 -0.162
C 2.84 -2.31 -2.69 0.580
C 3.32 -2.72 -3.92 -0.744
C 4.19 -3.79 -3.98 -0.436
C 4.55 -4.42 -2.79 -0.747
C 4.05 -3.98 -1.58 0.272
Cl 4.56 -4.84 -0.16 -0.226
C 3.17 -2.88 -1.45 -0.301
S 2.60 -2.33 0.09 -0.293
H 3.01 -2.19 -4.82 0.396
H 4.59 -4.13 -4.92 0.351
H 5.23 -5.26 -2.79 0.400
C 1.90 3.43 2.30 -1.090
O 1.94 2.73 1.05 0.129
C 2.70 3.23 0.02 0.227
S 3.09 4.83 -0.03 -0.350
S 3.05 2.01 -1.13 -0.384
H 1.46 2.73 3.00 0.168
H 1.32 4.35 2.20 0.367
H 2.92 3.68 2.60 0.416
S 2.26 -0.09 2.74 -0.313
C 3.80 0.35 2.16 0.424
N 4.83 0.70 1.76 -0.596
C -3.32 -3.65 -0.05 -0.620
C -1.95 -3.65 -0.28 -0.516
C -1.13 -2.71 0.33 -0.397
C -1.65 -1.71 1.16 -0.271
C -3.03 -1.74 1.41 0.108
C -3.85 -2.69 0.81 -0.679
N -0.82 -0.68 1.60 0.751
C -1.04 -0.21 2.89 -0.514
C -0.78 1.13 3.21 1.069
C -0.91 1.62 4.50 -0.957
C -1.32 0.79 5.53 -0.728
C -1.59 -0.55 5.24 -0.586
C -1.44 -1.04 3.96 -0.482
H -3.96 -4.38 -0.51 0.385
H -1.51 -4.40 -0.92 0.453
H -0.05 -2.77 0.18 0.263
H -3.47 -0.99 2.06 0.454
H -4.91 -2.67 1.02 0.358
H -0.43 1.79 2.43 -0.204
H -0.66 2.66 4.70 0.442
H -1.42 1.16 6.54 0.368
H -1.89 -1.22 6.03 0.365
H -1.62 -2.09 3.76 0.459
```